Record 1
Molecular formula: C3H8OS
Method: DFT, ωB97M-V/def2-TZVPD

Computed properties:
* charge: 0
* HOMO level: -8.80 eV
* relative energy (zero: lowest compared OMol25 entry of this formula, charge and spin): 208.97 kcal per mole
* multiplicity: 1
* lowest unoccupied orbital energy: 0.0639 eV
* total energy: -16114.17555 eV
* HOMO-LUMO gap: 8.869 eV

Positions of all 13 atoms, in Å:
C  2.5059  -0.5789  0.0120
C  0.4810  0.6347  0.6366
C  -0.8010  1.0374  -0.2119
H  3.1963  -0.5152  -1.3571
H  3.3214  -0.1032  1.2507
H  2.0663  -2.0288  0.4673
H  0.3319  -0.6376  1.2445
H  0.7984  1.5251  1.0720
H  -0.8313  1.4022  -1.1189
H  -1.5329  1.7664  0.3593
H  -0.9165  -1.0065  -0.7411
O  1.3109  0.2711  -0.5204
S  -1.8773  -0.5707  0.0229

Cartesian forces, eV/Å:
0.4 -0.4 -1.9
-1.8 -4.1 -3.9
-3.8 -2.1 9.3
-1.6 -0.7 4.7
-2.6 -1.1 -4.0
1.1 4.3 -1.5
0.3 4.7 -1.1
1.3 0.9 1.7
0.9 1.1 -4.9
1.8 -1.0 -0.7
0.5 -1.4 -0.6
3.5 -2.0 3.9
0.0 1.7 -0.9

natural (NBO) population analysis, charges in e, atoms 1 to 5: atom 1 (C): -0.37, atom 2 (C): -0.08, atom 3 (C): -0.45, atom 4 (H): 0.25, atom 5 (H): 0.23

Record 2
Molecular formula: C3H8OS
Method: DFT, ωB97M-V/def2-TZVPD

Computed properties:
* charge: 0
* HOMO level (alpha / beta): -8.42 / -8.41 eV
* relative energy (zero: lowest compared OMol25 entry of this formula, charge and spin): 98.11 kcal per mole
* multiplicity: 1
* lowest unoccupied orbital energy (alpha / beta): -0.3178 / -0.3184 eV
* total energy: -16118.98276 eV
* HOMO-LUMO gap (alpha / beta): 8.097 / 8.095 eV

Positions of all 13 atoms, in Å:
C  1.0659  -1.0360  -1.7856
C  -1.0896  1.5261  2.1757
C  0.0041  -1.3310  -0.8356
O  0.0976  1.0148  1.7965
S  0.0463  -0.6690  0.7179
H  1.2699  -1.7517  -2.4393
H  2.0509  -0.7404  -1.4019
H  0.9591  -0.1703  -2.5579
H  -1.7869  1.7191  1.3708
H  -1.1880  2.5115  2.6859
H  -1.7675  0.8267  2.6577
H  -0.9760  -1.4172  -1.0572
H  1.3841  -0.7706  0.8014

Cartesian forces, eV/Å:
0.7 4.5 -0.5
-3.0 0.3 -0.3
2.7 2.7 2.8
2.2 -0.7 -0.9
-0.4 -0.9 0.4
0.6 -3.8 -2.6
-0.3 -0.3 0.8
-0.8 -0.9 1.4
0.0 0.4 -1.4
1.2 -0.6 0.2
0.3 -0.5 1.2
-3.1 -0.8 -1.5
-0.2 0.7 0.4

natural (NBO) population analysis, charges in e, atoms 1 to 5: atom 1 (C): -0.68, atom 2 (C): -0.26, atom 3 (C): -0.40, atom 4 (O): -0.77, atom 5 (S): 0.65

Record 3
Molecular formula: C3H8OS
Method: DFT, ωB97M-V/def2-TZVPD

Computed properties:
* charge: +1
* HOMO level (alpha / beta): -12.51 / -12.51 eV
* relative energy (zero: lowest compared OMol25 entry of this formula, charge and spin): 42.45 kcal per mole
* multiplicity: 2
* lowest unoccupied orbital energy (alpha / beta): -4.5304 / -9.4163 eV
* total energy: -16112.26039 eV
* ⟨S²⟩: 0.7535
* HOMO-LUMO gap (alpha / beta): 7.978 / 3.092 eV

Positions of all 13 atoms, in Å:
O  -1.4484  -1.1374  -3.8859
C  -2.3653  -0.7658  -3.2180
H  -3.2979  -0.7833  -3.8192
H  -2.3709  -0.0959  -2.2973
C  1.8026  1.8201  2.1082
C  0.7019  1.1765  1.3715
S  0.4982  -0.7162  1.5286
H  1.5750  2.9148  2.3337
H  2.8041  1.8330  1.5592
H  1.8021  1.3608  3.1445
H  -0.2544  1.5145  1.7627
H  0.7480  1.4948  0.3578
H  1.7751  -1.0649  2.0180

Cartesian forces, eV/Å:
1.6 -0.4 1.2
-1.4 1.7 -2.0
-0.7 -0.2 1.2
0.5 -1.1 -0.3
1.7 0.8 2.0
-0.7 -0.5 0.4
1.4 1.2 0.0
0.0 -1.3 -0.6
-1.3 -0.4 1.0
0.8 0.6 -1.1
-0.4 -0.2 0.0
-0.3 -0.6 -1.4
-1.1 0.4 -0.4

natural (NBO) population analysis, charges in e, atoms 1 to 5: atom 1 (O): -0.48, atom 2 (C): 0.26, atom 3 (H): 0.12, atom 4 (H): 0.10, atom 5 (C): -0.67

Record 4
Molecular formula: C3H8OS2
Method: DFT, ωB97M-V/def2-TZVPD

Computed properties:
* SMILES string: C/C=C/O.SS
* charge: 0
* HOMO level: -8.64 eV
* relative energy (zero: lowest compared OMol25 entry of this formula, charge and spin): 20.72 kcal per mole
* multiplicity: 1
* lowest unoccupied orbital energy: 0.1077 eV
* total energy: -26957.71030 eV
* HOMO-LUMO gap: 8.747 eV

Positions of all 14 atoms, in Å:
C  -0.1981  -1.4663  1.6279
C  -0.7104  -0.0492  1.6320
C  -0.6418  0.7642  0.5619
O  -1.1087  2.0684  0.6198
H  -1.0326  -2.1963  1.8331
H  0.2641  -1.7233  0.6458
H  0.5646  -1.5955  2.4022
H  -1.1586  0.3602  2.5251
H  -0.1950  0.4545  -0.4034
H  -1.1586  2.4058  -0.2868
S  1.9785  1.1556  -3.0958
S  0.4866  -0.2915  -3.3264
H  1.6873  1.4802  -1.8175
H  1.2228  -1.3668  -2.9180

Cartesian forces, eV/Å:
-0.4 -0.4 -0.3
0.2 0.6 -1.4
0.0 -0.5 0.6
0.2 -0.4 -0.5
0.8 0.7 -0.2
-0.4 0.2 0.7
-0.1 -0.1 -0.1
-0.1 -0.1 0.2
-0.3 0.1 0.6
0.0 0.0 0.4
-0.5 -0.3 0.2
0.7 -0.1 0.2
0.1 0.0 -0.2
-0.3 0.4 -0.2

natural (NBO) population analysis, charges in e, atoms 1 to 5: atom 1 (C): -0.63, atom 2 (C): -0.28, atom 3 (C): 0.12, atom 4 (O): -0.69, atom 5 (H): 0.21

Record 5
Molecular formula: C3H8OSi
Method: DFT, ωB97M-V/def2-TZVPD

Computed properties:
* charge: 0
* HOMO level: -8.63 eV
* relative energy (zero: lowest compared OMol25 entry of this formula, charge and spin): 60.78 kcal per mole
* multiplicity: 1
* lowest unoccupied orbital energy: -0.6147 eV
* total energy: -13163.39266 eV
* HOMO-LUMO gap: 8.014 eV

Positions of all 13 atoms, in Å:
C  -0.2862  0.3291  0.2203
C  0.9317  0.5274  1.0813
C  -0.3378  -0.9585  -0.5508
O  -0.1366  3.5397  -2.3677
Si  -0.4602  2.2042  -1.6706
H  1.8481  0.4524  0.4983
H  0.9715  -0.2400  1.8599
H  0.9087  1.4989  1.5675
H  -0.7422  -1.7595  0.0732
H  0.6596  -1.2535  -0.8785
H  -0.9781  -0.8821  -1.4315
H  -1.2108  0.5477  0.7481
H  -1.4574  1.3426  -2.2909

Cartesian forces, eV/Å:
0.5 1.5 -1.0
-0.1 0.2 -0.1
0.1 0.4 -0.3
0.2 -0.9 0.9
0.1 -1.0 1.2
0.0 0.0 0.0
0.0 -0.1 0.1
0.1 0.0 0.1
0.0 0.0 0.1
0.0 0.0 0.0
-0.1 0.0 0.0
-0.1 0.2 -0.2
-0.6 -0.3 -0.7

natural (NBO) population analysis, charges in e, atoms 1 to 5: atom 1 (C): -0.24, atom 2 (C): -0.66, atom 3 (C): -0.68, atom 4 (O): -1.14, atom 5 (Si): 1.51

Record 6
Molecular formula: C3H8OSi
Method: DFT, ωB97M-V/def2-TZVPD

Computed properties:
* SMILES string: C=C[C@@H](O)[SiH3]
* charge: 0
* HOMO level: -9.69 eV
* relative energy (zero: lowest compared OMol25 entry of this formula, charge and spin): 82.41 kcal per mole
* multiplicity: 1
* lowest unoccupied orbital energy: 0.8793 eV
* total energy: -13162.45494 eV
* HOMO-LUMO gap: 10.572 eV

Positions of all 13 atoms, in Å:
C  -2.1346  -0.0360  -0.0475
C  -1.0202  0.2999  0.5685
C  0.3009  0.1388  -0.1391
O  0.9179  1.7318  0.0883
Si  1.7975  -1.0029  0.2544
H  -3.2230  0.2528  0.1889
H  -2.2181  -0.5819  -1.0269
H  -1.1703  0.8782  1.5076
H  0.1060  0.1023  -1.2258
H  0.6478  1.9999  -0.8374
H  2.1320  -1.0035  -1.2574
H  1.1443  -2.2907  0.7743
H  2.7198  -0.4887  1.1520

Cartesian forces, eV/Å:
-3.2 -0.4 -1.8
-0.3 0.4 0.2
0.6 3.4 1.6
-1.4 -2.9 -2.6
-2.9 -0.7 -2.4
2.0 -0.4 0.6
0.8 0.5 0.9
0.9 -0.6 -0.7
0.1 -0.2 0.6
0.7 0.3 1.7
0.6 -0.6 1.2
0.7 0.6 -0.4
1.3 0.7 1.1

natural (NBO) population analysis, charges in e, atoms 1 to 5: atom 1 (C): -0.39, atom 2 (C): -0.23, atom 3 (C): -0.31, atom 4 (O): -0.77, atom 5 (Si): 0.88

Record 7
Molecular formula: C3H8S
Method: DFT, ωB97M-V/def2-TZVPD

Computed properties:
* SMILES string: C=C.CS
* charge: 0
* HOMO level: -8.88 eV
* relative energy (zero: lowest compared OMol25 entry of this formula, charge and spin): 37.54 kcal per mole
* multiplicity: 1
* lowest unoccupied orbital energy: 1.0566 eV
* total energy: -14074.29348 eV
* HOMO-LUMO gap: 9.933 eV

Positions of all 12 atoms, in Å:
C  -0.2021  -2.0281  -0.8870
C  -0.6639  -0.9647  -1.5244
H  0.7972  -2.3280  -1.1783
H  -0.8342  -2.8336  -0.5442
H  -0.1388  -0.4280  -2.3087
H  -1.7157  -0.7419  -1.6635
C  0.4009  1.0449  1.4938
S  -0.0377  2.8206  1.4981
H  -0.4025  0.6341  2.0885
H  1.4346  0.8750  1.7912
H  0.3753  0.6827  0.4719
H  0.9869  3.2671  0.7626

Cartesian forces, eV/Å:
0.3 -0.4 -1.7
-1.1 -0.2 -1.3
0.3 0.0 0.7
-0.2 0.4 0.8
0.8 0.2 0.7
-0.3 0.0 0.8
0.3 0.9 -1.0
0.2 0.0 0.0
0.3 -0.6 0.2
-0.3 0.0 0.8
-0.5 -0.2 0.0
0.0 0.0 0.0

natural (NBO) population analysis, charges in e, atoms 1 to 5: atom 1 (C): -0.40, atom 2 (C): -0.38, atom 3 (H): 0.19, atom 4 (H): 0.20, atom 5 (H): 0.19

Record 8
Molecular formula: C3H8S2
Method: DFT, ωB97M-V/def2-TZVPD

Computed properties:
* charge: 0
* HOMO level: -7.81 eV
* relative energy (zero: lowest compared OMol25 entry of this formula, charge and spin): 134.02 kcal per mole
* multiplicity: 1
* lowest unoccupied orbital energy: -0.1965 eV
* total energy: -24905.58560 eV
* HOMO-LUMO gap: 7.617 eV

Positions of all 13 atoms, in Å:
C  0.7541  0.7135  -0.2821
C  -0.3923  0.4691  0.7069
C  -1.6983  0.3125  -0.0087
H  1.9866  -1.1306  -0.6517
H  0.5642  -2.4500  -0.4723
H  0.5663  1.5982  -0.8995
H  0.8791  -0.1408  -0.9534
H  1.6943  0.8727  0.2546
H  -0.2024  -0.4157  1.3229
H  -0.4789  1.3339  1.3786
H  -1.9839  1.1764  -0.6200
S  0.9737  -1.3594  0.1992
S  -2.6626  -0.9797  0.0255

Cartesian forces, eV/Å:
-0.8 4.3 -1.3
-1.5 1.8 0.7
0.0 0.1 -0.1
0.3 -1.3 0.2
0.5 -0.9 0.4
-0.1 0.6 0.4
-0.9 3.4 -1.1
0.0 0.1 -0.1
-1.0 1.4 0.5
-0.1 0.2 -0.1
0.1 -0.2 0.0
3.2 -9.8 0.5
0.2 0.2 0.1

natural (NBO) population analysis, charges in e, atoms 1 to 5: atom 1 (C): -0.69, atom 2 (C): -0.50, atom 3 (C): -0.24, atom 4 (H): 0.10, atom 5 (H): 0.14

Record 9
Molecular formula: C3H8S2
Method: DFT, ωB97M-V/def2-TZVPD

Computed properties:
* SMILES string: C=CC.SS
* charge: 0
* HOMO level: -9.52 eV
* relative energy (zero: lowest compared OMol25 entry of this formula, charge and spin): 28.72 kcal per mole
* multiplicity: 1
* lowest unoccupied orbital energy: 0.3706 eV
* total energy: -24910.15161 eV
* HOMO-LUMO gap: 9.887 eV

Positions of all 13 atoms, in Å:
C  1.4597  2.7369  -2.1364
C  1.0328  2.0812  -1.0670
C  0.1981  2.5812  0.0694
H  2.0385  2.2520  -2.9137
H  1.2717  3.7809  -2.2935
H  1.3249  1.0463  -0.9992
H  0.7091  3.2682  0.7452
H  -0.6817  3.1442  -0.2236
H  -0.0460  1.7130  0.6690
S  -0.5866  -1.7968  -0.2745
S  -0.5081  -1.7354  1.7465
H  -1.6198  -2.5842  -0.5776
H  -1.4446  -0.8176  2.0547

Cartesian forces, eV/Å:
0.0 -0.1 0.0
0.3 0.2 -0.4
0.3 0.2 0.3
0.0 -0.1 0.1
-0.2 0.4 0.0
0.0 -0.3 0.1
0.4 0.0 -0.1
-0.3 -0.3 -0.3
-0.5 0.0 0.2
0.4 0.6 -0.7
-0.1 -0.3 0.6
-0.3 -0.3 0.4
0.0 0.0 -0.3

natural (NBO) population analysis, charges in e, atoms 1 to 5: atom 1 (C): -0.40, atom 2 (C): -0.17, atom 3 (C): -0.66, atom 4 (H): 0.20, atom 5 (H): 0.18

Record 10
Molecular formula: C3H8S2
Method: DFT, ωB97M-V/def2-TZVPD

Computed properties:
* SMILES string: C=C.CSS
* charge: 0
* HOMO level: -8.80 eV
* relative energy (zero: lowest compared OMol25 entry of this formula, charge and spin): 30.10 kcal per mole
* multiplicity: 1
* lowest unoccupied orbital energy: 0.5548 eV
* total energy: -24910.09211 eV
* HOMO-LUMO gap: 9.355 eV

Positions of all 13 atoms, in Å:
C  1.4910  -1.7470  -1.6276
C  1.3067  -2.8448  -0.9178
H  1.1820  -0.7535  -1.3135
H  2.0376  -1.7603  -2.5612
H  0.8204  -2.8019  0.0473
H  1.5722  -3.8124  -1.3272
C  -0.4792  2.2160  1.5612
S  -1.5224  0.7242  1.5627
S  -3.1657  1.5158  0.5878
H  0.5109  1.9547  1.9240
H  -0.2922  2.4443  0.5098
H  -0.9578  3.0278  2.0901
H  -2.5035  1.8372  -0.5356

Cartesian forces, eV/Å:
0.4 0.4 -0.2
-0.3 0.1 -0.1
0.0 -0.2 0.2
-0.1 -0.2 -0.2
-0.1 -0.1 0.0
0.2 0.0 0.2
0.2 -0.6 -0.8
0.0 0.3 0.0
0.2 0.0 0.2
-0.1 0.0 0.6
-0.3 0.4 0.1
0.1 0.2 0.1
-0.1 -0.1 -0.1

natural (NBO) population analysis, charges in e, atoms 1 to 5: atom 1 (C): -0.38, atom 2 (C): -0.39, atom 3 (H): 0.19, atom 4 (H): 0.19, atom 5 (H): 0.20

Record 11
Molecular formula: C3H9BO4
Method: DFT, ωB97M-V/def2-TZVPD

Computed properties:
* charge: 0
* HOMO level: -8.87 eV
* relative energy (zero: lowest compared OMol25 entry of this formula, charge and spin): 23.80 kcal per mole
* multiplicity: 1
* lowest unoccupied orbital energy: -0.1657 eV
* total energy: -12123.76821 eV
* HOMO-LUMO gap: 8.702 eV

Positions of all 17 atoms, in Å:
B  -1.4425  0.7792  1.5548
C  1.2438  1.3553  -1.3299
C  0.2547  -2.0862  -0.4966
C  0.6526  0.1744  -0.5756
O  -0.3760  0.0714  2.0299
O  -2.4752  1.0521  2.5982
O  -1.3927  1.1478  0.3072
O  0.3207  -0.9057  -1.2147
H  1.2563  1.2209  -2.4947
H  2.1849  1.3058  -0.8047
H  0.7394  2.2483  -1.1486
H  -0.8153  -2.3831  -0.2634
H  0.5717  -1.9487  0.5037
H  0.9319  -2.8338  -0.8662
H  0.7821  0.2331  0.5209
H  -0.5236  -0.0736  2.9499
H  -2.9751  1.6839  2.1342

Cartesian forces, eV/Å:
-1.4 0.8 0.6
-0.7 -3.1 -2.1
-2.0 -1.6 2.3
-1.3 1.5 -0.5
1.2 -1.1 0.8
2.6 -1.3 -1.3
0.2 0.0 -1.2
0.9 2.4 -0.3
0.4 -0.1 2.4
1.0 0.7 -0.5
-0.8 1.4 0.8
1.1 0.0 -1.3
0.7 0.6 1.2
-0.3 -0.4 -0.9
-0.1 -0.8 -0.6
0.1 -0.3 1.2
-1.6 1.4 -0.6

natural (NBO) population analysis, charges in e, atoms 1 to 5: atom 1 (B): 1.17, atom 2 (C): -0.69, atom 3 (C): -0.28, atom 4 (C): 0.53, atom 5 (O): -0.96

Record 12
Molecular formula: C3H9BrOSi
Method: DFT, ωB97M-V/def2-TZVPD

Computed properties:
* charge: 0
* HOMO level: -6.81 eV
* relative energy (zero: lowest compared OMol25 entry of this formula, charge and spin): 85.80 kcal per mole
* multiplicity: 1
* lowest unoccupied orbital energy: -2.5576 eV
* total energy: -83223.01409 eV
* HOMO-LUMO gap: 4.247 eV

Positions of all 15 atoms, in Å:
C  1.8078  1.7590  0.7659
C  0.2908  -1.2817  -1.7858
C  -1.2238  -0.2320  1.0715
O  1.4847  0.5690  0.0206
Si  0.2470  -0.5541  -0.0565
Br  -4.5465  -0.9298  -0.3566
H  0.9314  2.3938  0.6891
H  2.7110  2.1858  0.2898
H  2.0446  1.5856  1.8226
H  1.2878  -1.3413  -2.2440
H  -0.0085  -2.4167  -1.7319
H  -0.5158  -0.7679  -2.3112
H  -1.2626  -1.2328  1.5279
H  -1.1632  0.5025  1.8541
H  -2.0847  -0.2392  0.4445

Cartesian forces, eV/Å:
0.1 -0.1 -0.2
-0.2 -3.2 1.4
2.4 -2.2 -0.2
-1.0 -2.0 0.0
0.7 3.7 -0.4
0.7 0.1 0.1
0.2 0.5 0.1
-0.7 -0.1 0.2
-0.2 -0.3 -0.3
-0.4 0.8 0.1
0.1 2.1 0.0
0.2 0.1 -0.3
-0.5 0.1 0.4
0.2 0.4 0.0
-1.6 0.2 -0.9

natural (NBO) population analysis, charges in e, atoms 1 to 5: atom 1 (C): -0.24, atom 2 (C): -1.16, atom 3 (C): -1.16, atom 4 (O): -0.90, atom 5 (Si): 2.02